C3H10NS | wB97M-V/def2-TZVPD

Geometry (Å):
C 0.8613 1.7399 -2.9485
N 0.9691 0.5680 -2.5030
H 1.4909 2.1626 -3.7129
H 0.1309 2.4440 -2.5546
H 0.3238 0.1203 -1.8840
H 1.6739 -0.0439 -2.9109
C -0.9659 -1.8290 1.7089
C -0.5687 -0.4163 2.1694
S -0.4020 0.7068 0.7731
H -1.8687 -1.7926 1.1000
H -0.1415 -2.2829 1.1597
H -1.0748 -2.4250 2.6079
H 0.4009 -0.5217 2.6693
H -1.1990 -0.0714 2.9840
H 0.3697 1.6411 1.3417

F_max = 1.75 eV/A
Frontier orbital gap = 6.971 eV
DFT total energy = -572.94921 Eh
Total charge = +1

***

C56H144F6N13O36S2 | wB97M-V/def2-TZVPD

Geometry (Å):
C 9.0176 15.4886 13.8012
O 10.1515 15.8055 14.6539
C 11.4110 15.6208 14.1542
C 12.3078 16.6166 14.8470
N 11.8116 18.0025 14.6911
H 10.8337 18.0058 15.0517
H 12.3314 18.6581 15.2748
C 11.8506 18.5048 13.2860
C 10.9263 19.6656 13.0462
O 9.6587 19.2571 13.5634
C 8.6862 20.2518 13.3462
H 9.0544 16.0383 12.8703
H 8.1312 15.8058 14.3242
H 8.9448 14.3786 13.7178
H 11.4956 15.6375 13.0313
H 11.7677 14.6259 14.5376
H 13.3483 16.5554 14.5078
H 12.1813 16.3558 15.8728
H 11.6633 17.7315 12.5520
H 12.8455 18.8612 13.1582
H 10.9652 19.8429 11.9837
H 11.2783 20.5811 13.5588
H 7.7342 19.7821 13.6811
H 8.6709 20.4562 12.2822
H 8.8877 21.1665 13.9941
C 16.6422 30.0087 18.0626
O 17.9332 29.4009 18.2947
C 18.2034 29.4538 19.6916
C 19.7379 29.2675 19.7952
N 20.1845 28.1087 18.9361
H 19.5771 27.3042 19.2335
H 19.8535 28.3635 18.0479
C 21.6221 27.7458 18.9590
C 22.4290 28.9255 18.4213
O 23.4149 28.5672 17.4939
C 24.7687 28.2964 17.8933
H 16.0704 30.0532 19.0198
H 16.0715 29.4181 17.3260
H 16.8924 31.0286 17.7310
H 17.6039 28.7263 20.2011
H 17.9781 30.5160 20.0934
H 20.1428 29.1156 20.7892
H 20.2382 30.1192 19.4124
H 21.6767 26.9588 18.2200
H 21.8456 27.2542 19.9145
H 22.8772 29.4494 19.2672
H 21.8234 29.6054 17.8352
H 24.9820 27.2642 18.0680
H 25.0841 28.8407 18.8027
H 25.3713 28.6287 17.1056
C 14.4176 22.9450 12.9197
O 14.6163 21.8535 11.9534
C 15.3925 20.7766 12.4768
C 16.0921 20.1030 11.3380
N 17.0810 21.0722 10.6741
H 16.5672 21.8292 10.2629
H 17.7320 21.6045 11.3221
C 17.8864 20.3928 9.5738
C 19.1125 19.7711 10.1356
O 18.7458 18.7532 10.9704
C 19.5251 17.6303 10.9200
H 13.8048 23.7004 12.3885
H 15.3839 23.3502 13.2317
H 13.9221 22.5607 13.8040
H 14.6830 20.1011 12.9536
H 16.1690 21.0860 13.2135
H 15.3883 19.7551 10.6121
H 16.5984 19.2677 11.7947
H 18.2134 21.0691 8.7826
H 17.2380 19.6302 9.1525
H 19.6824 20.6419 10.5318
H 19.8301 19.4731 9.3349
H 20.6316 17.9016 10.9447
H 19.3350 17.0644 9.9702
H 19.1872 17.0665 11.7723
C 6.7377 31.1002 17.1443
O 7.7263 30.2406 16.6355
C 7.3854 29.0272 16.1926
C 8.5699 28.3777 15.6324
N 9.6144 28.5184 16.6771
H 10.4099 27.9792 16.3234
H 9.8700 29.4950 16.7258
C 9.3418 27.9109 17.9947
C 10.4334 26.8523 18.2044
O 10.6024 26.1176 17.0820
C 11.3453 24.9122 17.2098
H 5.9022 31.1446 16.4371
H 7.2043 32.0464 17.2129
H 6.4317 30.6717 18.0954
H 6.6106 29.1080 15.3604
H 6.8758 28.3298 16.9399
H 8.9784 28.8720 14.7982
H 8.4909 27.3396 15.2930
H 8.3402 27.4367 17.9322
H 9.3970 28.6724 18.7647
H 10.1676 26.1924 19.0765
H 11.3330 27.4147 18.5218
H 10.7435 24.1424 17.7676
H 12.2485 25.1374 17.7497
H 11.6794 24.5390 16.2292
C 13.6184 10.8882 14.7137
O 13.8953 10.7063 13.3429
C 15.0126 11.4948 12.8828
C 14.8797 11.6960 11.3937
N 13.5550 12.3092 11.1406
H 12.9325 12.0847 11.8972
H 13.5286 13.3433 11.2433
C 12.8807 11.9872 9.8227
C 11.4646 12.4104 9.9041
O 10.9533 11.7840 11.0655
C 9.5464 11.9984 11.3197
H 12.7906 10.2655 15.0540
H 13.4245 11.9660 14.8928
H 14.4974 10.5914 15.2930
H 15.9675 10.9128 13.1071
H 14.9988 12.4170 13.4530
H 14.9845 10.7365 10.9607
H 15.6274 12.3720 10.9866
H 13.0706 10.9211 9.7176
H 13.3535 12.5765 9.0610
H 10.9391 12.2277 8.9638
H 11.4239 13.5119 9.9587
H 9.4836 13.0343 11.6109
H 9.2779 11.3763 12.1410
H 8.9658 11.7735 10.4070
C 15.2413 23.7487 22.0461
O 14.9318 22.3871 21.7800
C 15.2172 21.9511 20.4045
C 14.1782 20.9945 19.8895
N 14.2673 19.6817 20.5522
H 14.2268 19.0280 19.7936
H 15.2568 19.6178 20.8880
C 13.4141 19.3935 21.7147
C 14.1749 18.2753 22.4590
O 15.5802 18.6473 22.6395
C 15.7333 19.5096 23.7338
H 16.3150 23.9284 22.0814
H 14.8233 24.0386 23.0035
H 14.9330 24.4093 21.2551
H 16.2600 21.5500 20.2830
H 15.1292 22.8826 19.8246
H 14.2178 20.8436 18.8084
H 13.1731 21.4799 20.0911
H 12.4148 19.1212 21.5180
H 13.4734 20.3839 22.1890
H 14.1762 17.3685 21.7808
H 13.8413 17.9310 23.4631
H 15.2651 20.4941 23.5313
H 16.8501 19.6873 23.9096
H 15.4326 19.0146 24.6349
C 20.6367 14.6151 14.4831
O 20.2581 14.0950 15.7413
C 20.7981 14.9231 16.7464
C 19.7739 15.8584 17.2978
N 18.7492 14.9409 17.9149
H 18.7105 14.1032 17.2898
H 19.1431 14.5675 18.8092
C 17.3355 15.4706 18.1637
C 17.1605 16.1185 19.4482
O 17.8503 17.3435 19.4248
C 17.7675 18.0827 20.6812
H 20.1959 15.6167 14.2392
H 20.4102 13.8848 13.6826
H 21.7691 14.6045 14.4900
H 21.7113 15.4544 16.3956
H 21.1851 14.2587 17.5677
H 19.3214 16.5004 16.5299
H 20.2109 16.4225 18.0738
H 16.6524 14.5558 18.1502
H 17.0586 16.1368 17.3260
H 17.5632 15.3842 20.1751
H 16.0379 16.2323 19.6375
H 18.3342 19.0238 20.5857
H 18.2067 17.5440 21.5212
H 16.7012 18.3181 20.8856
C 22.6933 22.4267 10.5254
O 22.0968 21.4150 11.3436
C 23.0337 20.4827 11.8768
C 22.4672 19.7688 13.0795
N 22.2105 20.7224 14.2202
H 21.8175 21.6086 13.9198
H 21.4820 20.3538 14.8970
C 23.3412 21.0489 15.1236
C 23.1600 22.1523 16.1352
O 22.8087 23.2762 15.4221
C 22.7535 24.4765 16.2227
H 21.8593 23.1128 10.2720
H 23.0844 21.9607 9.6451
H 23.4709 22.9744 11.0523
H 23.8909 21.0529 12.1762
H 23.4133 19.7846 11.1645
H 23.1369 18.9475 13.4066
H 21.5048 19.3723 12.8184
H 24.0427 21.4497 14.4333
H 23.7322 20.1735 15.5429
H 24.1179 22.2140 16.6669
H 22.3678 21.9547 16.8622
H 21.7749 24.5719 16.6224
H 22.9533 25.3141 15.4400
H 23.5169 24.5915 17.0231
C 17.2697 15.4491 14.3961
O 17.7794 16.6753 14.8733
C 17.3419 17.7469 14.0306
C 17.7209 19.0322 14.7197
N 17.2294 19.0156 16.1061
H 16.2888 18.6663 16.2377
H 17.8500 18.4616 16.7356
C 17.2688 20.3659 16.8040
C 16.1946 21.3535 16.4624
O 16.6003 22.2584 15.4441
C 17.7681 23.0182 15.6851
H 16.1874 15.3795 14.5313
H 17.7231 14.7110 15.0393
H 17.7753 15.2259 13.4729
H 16.2547 17.6577 13.8316
H 17.8138 17.7385 13.0679
H 17.2724 19.8909 14.2452
H 18.7930 19.2083 14.7832
H 18.2809 20.7880 16.5783
H 17.3562 20.1722 17.8706
H 15.9080 21.9355 17.3466
H 15.3651 20.7517 16.1712
H 18.6391 22.4128 15.9709
H 17.6598 23.8662 16.3845
H 17.9614 23.4470 14.6753
N 20.4740 19.1085 16.5148
O 21.0751 18.4666 15.6090
O 20.5212 20.3940 16.5086
O 19.7070 18.5207 17.3508
N 12.5005 21.3294 16.2989
O 12.5014 20.1177 16.3296
O 11.6562 21.8891 15.6078
O 13.3126 21.9703 16.9922
N 14.5889 17.8552 17.6948
O 13.9730 17.0899 18.3901
O 14.7340 17.5632 16.4613
O 15.1720 18.8750 18.1311
N 19.4268 22.1927 13.0427
O 18.5395 22.6573 12.2062
O 19.4052 20.8940 13.1983
O 20.1594 22.9511 13.5855
C 15.4653 16.3408 9.9657
F 15.8405 15.4003 9.1450
F 16.5811 17.0143 10.2452
F 14.6734 17.1764 9.3353
S 14.6170 15.7253 11.5191
O 15.4019 14.6586 12.0770
O 14.4611 16.8790 12.3936
O 13.3223 15.1855 11.0164
C 19.4181 23.7014 19.7600
F 19.7038 23.8670 21.0192
F 20.5755 23.7945 19.0991
F 18.8929 22.4924 19.6143
S 18.3578 25.0651 19.1122
O 18.6657 26.1544 20.0680
O 18.8439 25.3739 17.7947
O 17.0612 24.4523 19.3171

F_max = 5.00 eV/A
Frontier orbital gap = 8.582 eV
DFT total energy = -7034.54556 Eh
Total charge = +3

***

C4H7NO | wB97M-V/def2-TZVPD

Geometry (Å):
C -3.1698 -0.2318 1.1689
C 1.5189 -0.6192 -0.3963
C 1.2592 0.0111 -1.7177
C 1.1583 0.3948 0.6411
N -2.1499 -0.6095 1.6222
O -4.0869 0.2519 0.6903
H 1.2302 -0.8615 -2.5701
H 2.2367 0.5771 -2.0385
H 0.4809 0.7304 -1.8853
H 1.3398 1.4342 0.4277
H 1.8013 0.2420 1.5163
H 0.1111 0.1364 0.6657
H -1.7298 -1.4559 1.8756

F_max = 4.80 eV/A
Frontier orbital gap = 8.712 eV
DFT total energy = -286.45124 Eh

***

C31H35Cl3GeNiOSSbTe | wB97M-V/def2-TZVPD

Geometry (Å):
Ni 0.3550 -0.0011 0.7895
C 3.3518 5.2166 5.1726
C 2.4260 4.1962 4.5711
C 1.1897 4.5640 4.0574
C 0.3015 3.6296 3.5399
C -1.0186 4.0821 2.9739
C 0.6717 2.2807 3.5467
Te -0.7159 0.8320 2.8425
C 1.9291 1.8841 4.0203
C 2.3723 0.4476 3.9611
C 2.7827 2.8531 4.5288
H 3.0140 6.2297 4.9613
H 4.3646 5.0990 4.7855
H 3.4004 5.0925 6.2562
H 0.9006 5.6093 4.0613
H -1.1433 5.1579 3.0864
H -1.8494 3.5820 3.4778
H -1.0749 3.8411 1.9098
H 2.4519 0.1185 2.9213
H 1.6452 -0.2034 4.4526
H 3.3350 0.3093 4.4505
H 3.7556 2.5493 4.9004
Cl -0.1604 3.6711 -0.8707
Ge -0.3423 1.4914 -0.8411
Cl -0.1112 0.9939 -2.9449
Cl -2.6827 1.4338 -0.7447
S -1.1961 -1.7038 0.3909
Sb -3.4347 -1.0779 0.6394
C -4.0302 -2.9845 1.4197
C -3.4637 -3.4499 2.6044
C -3.8038 -4.6987 3.1003
C -4.6959 -5.5011 2.4016
C -5.2631 -5.0451 1.2221
C -4.9365 -3.7856 0.7351
C -4.4241 0.1906 2.0819
C -5.1419 -0.4566 3.0802
C -5.8772 0.2908 3.9898
C -5.9049 1.6744 3.8976
C -5.1761 2.3121 2.9047
C -4.4301 1.5766 1.9942
C -4.4828 -1.1576 -1.1994
C -5.7131 -0.5338 -1.3446
C -6.4089 -0.6755 -2.5371
C -5.8753 -1.4369 -3.5674
C -4.6416 -2.0547 -3.4139
C -3.9387 -1.9148 -2.2264
H -2.7421 -2.8366 3.1348
H -3.3709 -5.0427 4.0310
H -4.9415 -6.4878 2.7733
H -5.9637 -5.6662 0.6787
H -5.3914 -3.4307 -0.1817
H -5.1453 -1.5349 3.1536
H -6.4311 -0.2173 4.7686
H -6.4981 2.2517 4.5945
H -5.1819 3.3921 2.8290
H -3.8617 2.0837 1.2286
H -6.1237 0.0668 -0.5403
H -7.3655 -0.1845 -2.6613
H -6.4226 -1.5420 -4.4951
H -4.2206 -2.6410 -4.2203
H -2.9655 -2.3782 -2.1055
C 2.0728 -3.0636 1.1414
C 2.6742 -1.9133 0.3138
C 2.5734 -2.2543 -1.1814
C 4.1462 -1.7292 0.7000
O 2.0144 -0.7100 0.5608
H 2.6975 -3.9567 1.0830
H 1.0789 -3.3033 0.7662
H 1.9816 -2.7522 2.1840
H 2.8438 -3.2967 -1.3563
H 3.2338 -1.6117 -1.7655
H 1.5482 -2.0940 -1.5207
H 4.7173 -2.6192 0.4310
H 4.2401 -1.5574 1.7736
H 4.5565 -0.8690 0.1696

2S+1 = 2
F_max = 1.37 eV/A
Frontier orbital gap (alpha / beta) = 6.615 / 5.159 eV
DFT total energy = -7149.81988 Eh

***

C2H3NOS | wB97M-V/def2-TZVPD

Geometry (Å):
C 0.0194 -0.4903 -0.6366
C 0.6422 -0.6084 0.6376
H -1.4705 2.0601 -0.0745
H 0.1802 -1.3624 -1.4127
H 0.5122 0.2584 1.3537
N -0.8893 0.4925 -0.9487
O -0.7977 1.4063 -0.0669
S 1.8034 -1.7563 1.1481

F_max = 5.93 eV/A
Frontier orbital gap = 7.365 eV
DFT total energy = -606.06300 Eh

***

C6H12O | wB97M-V/def2-TZVPD

Geometry (Å):
C 2.5632 -0.5965 -0.0217
O 1.1899 -0.8817 -0.0995
C 0.3830 0.1231 0.4442
C -0.0110 1.3554 -0.4046
C -1.4262 1.2306 0.2086
C -1.1082 -0.2409 0.5739
C -1.5829 -1.2402 -0.4727
H 2.8753 -0.4123 1.0189
H 2.8395 0.2811 -0.6253
H 3.0969 -1.4716 -0.4008
H 0.7918 0.4512 1.4147
H 0.5335 2.2923 -0.2525
H -0.0072 1.1065 -1.4707
H -2.2801 1.3968 -0.4558
H -1.5442 1.8609 1.0959
H -1.4203 -0.5702 1.5715
H -2.6691 -1.3688 -0.4085
H -1.3421 -0.9047 -1.4878
H -1.1070 -2.2149 -0.3297

F_max = 0.28 eV/A
Frontier orbital gap = 10.676 eV
DFT total energy = -311.01032 Eh

***

C18H34AlBrN3O2 | wB97M-V/def2-TZVPD

Geometry (Å):
C -2.6417 0.7394 -1.8221
O -2.8216 1.6806 -2.8876
C -2.2959 2.9387 -2.4736
C -0.7430 2.9788 -2.5802
C -0.1544 4.3397 -2.1161
C -0.0706 4.4574 -0.5511
C 1.0668 3.5451 -0.0261
C 1.1256 3.3809 1.5216
C -0.2107 2.9553 2.1844
C -0.6285 1.4541 1.9779
Al 0.8723 0.1072 1.8974
Br 1.4455 -0.2625 -0.4417
O 0.1345 -1.5063 2.5449
C 1.0909 -2.4042 2.4633
N 1.9151 -3.2034 2.2537
H -2.9904 1.1453 -0.8499
H -3.2333 -0.1691 -2.0351
H -1.5745 0.4666 -1.7021
H -2.6298 3.1746 -1.4358
H -2.6878 3.7589 -3.1148
H -0.3438 2.1319 -1.9916
H -0.4825 2.7722 -3.6416
H 0.8190 4.5148 -2.6121
H -0.8549 5.1352 -2.4688
H -1.0750 4.1931 -0.1705
H 0.1154 5.5362 -0.3455
H 2.0314 4.0179 -0.3258
H 1.0029 2.5765 -0.5521
H 1.3714 4.3923 1.9329
H 1.9919 2.7387 1.7684
H -1.0545 3.5858 1.8214
H -0.1551 3.1495 3.2781
H -1.2415 1.1768 2.8707
H -1.2906 1.2855 1.1006
H 2.1380 0.4307 2.8011
C -6.0600 -4.0740 -1.2342
C -4.5803 -3.7336 -1.0931
C -4.1727 -3.4314 0.3518
C -4.9273 -2.2708 0.8640
N -5.5105 -1.3641 1.2571
H -6.6942 -3.2366 -0.9377
H -6.2986 -4.3098 -2.2727
H -6.3237 -4.9390 -0.6206
H -4.3512 -2.8745 -1.7277
H -3.9849 -4.5719 -1.4611
H -3.1059 -3.2075 0.4035
H -4.3686 -4.2923 0.9935
C 6.6287 -4.1077 1.3035
C 6.5683 -3.0618 0.1958
C 5.8549 -1.7781 0.6286
C 4.4602 -2.0736 1.0137
N 3.3723 -2.3132 1.3203
H 5.6305 -4.4315 1.6029
H 7.1691 -4.9931 0.9622
H 7.1419 -3.7158 2.1852
H 6.0605 -3.4909 -0.6713
H 7.5866 -2.8151 -0.1179
H 5.8477 -1.0564 -0.1899
H 6.3699 -1.3222 1.4774

F_max = 5.70 eV/A
Frontier orbital gap = 7.531 eV
DFT total energy = -3837.51579 Eh
Total charge = -1

***

CH2O2 | wB97M-V/def2-TZVPD

Geometry (Å):
C -0.2359 0.3345 0.0427
H 0.7298 -1.2102 0.1375
H -0.3136 1.4012 -0.0698
O 1.0365 -0.1728 -0.0599
O -1.2167 -0.3527 -0.0505

F_max = 4.65 eV/A
Frontier orbital gap = 11.935 eV
DFT total energy = -189.76980 Eh

***

Among the records above, which one has the lowest DFT total energy?
C31H35Cl3GeNiOSSbTe